9
Properties=species:S:1:pos:R:3:nbo_charge:R:1 method="wB97M-V/def2-TZVPD" multiplicity=1 gap_ev=10.14 homo_ev=-9.41 e_lumo_ev=0.7 charge=0
S -0.386 1.200 -1.212 0.032
F 0.611 -1.921 0.950 -0.324
F -0.682 0.048 1.282 -0.398
C 0.010 -0.877 0.382 0.545
C 0.878 0.231 -0.378 -0.657
H 0.957 1.274 0.538 0.280
H -0.725 -1.379 -0.023 0.139
H -0.799 1.837 -0.266 0.095
H 2.054 -0.202 -0.962 0.288

=====

43
Properties=species:S:1:pos:R:3:nbo_charge:R:1 method="wB97M-V/def2-TZVPD" multiplicity=4 gap_ev="7.56 / 5.02" homo_ev="-9.14 / -9.15" e_lumo_ev="-1.6 / -4.1" charge=0
Br -1.227 1.313 -1.452 0.170
Br -2.555 2.417 1.220 0.110
Se -1.362 -1.493 0.617 2.831
As 2.046 2.869 0.433 2.823
V 0.575 0.165 0.144 1.355
F 3.401 3.685 -0.306 -0.598
F 3.067 1.451 0.753 -0.606
F 2.460 3.504 2.005 -0.595
F 1.623 2.212 -1.152 -0.594
F 0.690 1.926 1.158 -0.574
F 0.955 4.186 0.145 -0.587
O -1.002 -0.038 1.283 -1.048
O -0.170 -1.516 -0.519 -1.031
O -2.807 -1.483 0.004 -1.033
O -1.116 -2.654 1.660 -1.043
N 1.746 -0.903 1.377 -0.353
N 1.927 -0.345 -1.098 -0.601
C 3.324 -0.948 -2.760 -0.205
C -0.445 1.917 4.790 -0.203
C 0.859 2.021 4.320 -0.194
C 2.128 -0.269 -2.402 0.198
C 0.726 -0.228 3.470 0.036
C 2.803 -1.393 0.802 0.093
C 1.358 -1.334 2.673 -0.334
C 2.946 -1.104 -0.564 0.261
C 3.844 -1.471 -1.597 -0.226
C -1.147 0.726 4.649 -0.212
C 1.437 0.962 3.650 -0.233
C -0.561 -0.348 4.007 -0.193
C -2.891 1.563 -0.452 -0.512
H 2.202 -1.800 3.208 0.212
H 3.512 -2.020 1.341 0.220
H 1.425 2.930 4.463 0.224
H 0.586 -2.120 2.513 0.318
H -0.908 2.765 5.270 0.214
H -3.541 2.201 -1.047 0.239
H 1.454 0.274 -3.046 0.231
H -1.118 -1.262 3.862 0.232
H 3.729 -1.015 -3.754 0.245
H 4.745 -2.039 -1.476 0.247
H -3.307 0.570 -0.273 0.280
H -2.161 0.652 5.012 0.217
H 2.451 1.041 3.276 0.218

=====

114
Properties=species:S:1:pos:R:3:lowdin_charge:R:1 method="wB97M-V/def2-TZVPD" multiplicity=1 gap_ev=6.43 homo_ev=-13.21 e_lumo_ev=-6.8 charge=+2
Y 1.335 -0.208 2.371 1.956
O -4.653 0.834 0.372 -0.058
O -0.049 -6.131 -5.208 -0.157
O 1.462 2.207 2.126 -0.236
O 2.560 1.107 4.168 -0.137
O -0.438 -0.612 -1.330 0.149
O 1.142 -1.172 0.167 -0.101
O -1.944 1.789 -1.946 -0.069
O -0.492 0.719 3.691 -0.208
O -1.385 -5.169 -0.611 -0.067
O 2.135 5.235 -2.717 -0.155
O -0.654 -1.603 2.373 -0.183
O -3.239 5.874 2.605 -0.182
O -0.681 -4.146 2.803 -0.089
O 4.855 -2.712 -1.933 -0.194
O -0.083 0.577 0.559 -0.069
N 0.399 3.708 0.135 0.063
N -1.953 -3.783 -3.024 0.041
N -1.202 3.283 4.220 0.043
N 4.486 -3.589 0.817 0.048
C 0.054 -5.449 -6.431 -0.105
C -0.899 -4.217 -3.970 -0.423
C 4.681 -1.506 -2.648 -0.097
C 1.474 3.909 -0.876 -0.383
C 2.590 2.956 2.617 -0.185
C 1.796 5.922 -3.888 -0.102
C 2.812 2.522 4.046 -0.172
C 0.478 -3.853 -3.435 -0.040
C -3.122 1.992 -1.165 -0.222
C -0.777 -5.100 1.694 -0.151
C -2.697 5.163 3.671 -0.236
C -1.566 -0.140 4.091 -0.186
C -1.865 -1.108 2.978 -0.161
C 3.930 -4.260 -0.375 -0.429
C -1.877 4.011 3.099 -0.382
C -3.528 0.703 -0.486 -0.250
C -1.272 -4.347 0.505 -0.297
C 1.019 4.760 -2.048 -0.241
C -4.144 6.903 2.981 -0.070
C 0.253 -0.351 -0.220 -0.760
C 1.920 2.554 -1.377 -0.033
C -1.054 -5.683 -4.364 -0.210
C 3.640 -3.296 -1.494 -0.222
C 2.697 -5.063 -0.025 -0.061
C -2.729 2.981 2.375 -0.044
H 1.164 2.114 -2.028 0.092
H 1.228 5.291 -4.584 0.096
H 0.638 -4.438 -2.522 0.079
H -2.455 0.436 4.342 0.133
H -4.771 6.576 3.813 0.092
H 0.352 4.176 -2.705 0.136
H -3.317 3.482 1.604 0.079
H 2.169 1.900 -0.536 0.062
H -1.130 4.439 2.428 0.127
H 3.006 -2.451 -1.179 0.104
H -1.553 -5.816 1.973 0.140
H 2.918 -5.646 0.876 0.085
H 0.195 -5.568 1.568 0.120
H -1.053 -3.604 -4.872 0.131
H 2.066 3.029 4.662 0.128
H -1.233 -0.681 4.984 0.131
H -3.570 7.797 3.242 0.095
H -1.936 -2.770 -2.966 0.081
H 2.681 6.269 -4.417 0.095
H -3.878 2.348 -1.866 0.134
H -3.483 2.575 3.055 0.098
H -0.888 -5.480 -7.001 0.100
H -1.357 1.193 -1.470 0.020
H -3.788 -0.045 -1.246 0.130
H -0.522 -3.555 0.283 0.102
H -2.056 -5.845 -4.784 0.135
H 2.265 4.470 -0.372 0.148
H -5.277 1.455 -0.019 0.094
H -2.197 -3.780 0.687 0.134
H 0.339 -4.397 -6.347 0.079
H -1.972 3.011 4.836 0.101
H -0.008 -1.442 -1.621 0.121
H 4.692 -4.943 -0.757 0.152
H 2.319 4.012 2.598 0.143
H 3.757 -2.940 1.140 0.039
H 0.526 -2.798 -3.147 0.063
H -3.488 4.740 4.315 0.136
H 3.792 2.865 4.376 0.144
H -0.094 4.591 0.258 0.101
H 3.828 -1.623 -3.333 0.087
H -2.123 2.245 1.847 0.068
H -0.629 -2.602 2.510 0.055
H -0.382 -4.642 3.572 0.118
H -4.765 7.159 2.128 0.093
H -2.379 -0.572 2.177 0.119
H -0.664 1.688 3.954 0.058
H 1.778 -4.490 0.095 0.058
H 1.050 2.775 1.349 0.065
H -1.594 -4.617 -1.402 0.036
H 1.192 6.825 -3.723 0.096
H 2.813 2.747 -1.972 0.099
H 2.684 0.862 5.094 0.128
H -2.709 0.264 0.092 0.089
H 5.594 -1.356 -3.211 0.096
H -2.509 -1.907 3.342 0.148
H 2.576 -5.888 -0.732 0.094
H 3.477 2.787 2.000 0.134
H -2.942 2.792 -0.439 0.096
H -0.671 3.956 4.772 0.100
H 1.246 -4.057 -4.174 0.084
H 0.760 -5.991 -7.057 0.097
H -2.882 -3.988 -3.386 0.102
H -0.293 3.093 -0.304 0.081
H 5.150 -2.893 0.461 0.072
H -2.043 5.794 4.294 0.136
H 0.354 5.566 -1.686 0.134
H 3.177 -3.801 -2.354 0.125
H 4.406 -0.674 -1.984 0.080
H -1.000 -6.238 -3.422 0.135